No. 1
A 2-piece molecular cluster, C65H82N5 overall, computed with the ωB97M-V functional and the def2-TZVPD basis.

Last columns: bonded neighbours and bond lengths (Å).
CARTESIAN COORDINATES (ANGSTROEM)
1 C -7.3927 -2.0663 2.3252  N2 1.447, H31 1.099, H32 1.094, H33 1.100
2 N -6.9896 -0.7272 1.9530  C1 1.447, C3 1.447, C4 1.361
3 C -8.0815 0.2029 1.7586  N2 1.447, H34 1.092, H35 1.100, H36 1.100
4 C -5.6735 -0.4111 1.8093  N2 1.361, C5 1.426, C30 1.424
5 C -5.2355 0.9410 1.6879  C4 1.426, C6 1.379, H37 1.090
6 C -3.8865 1.2244 1.6577  C5 1.379, C7 1.422, H38 1.092
7 C -2.9084 0.1976 1.7670  C6 1.422, C8 1.428, C29 1.419
8 C -1.5343 0.5655 1.8926  C7 1.428, C9 1.377, H39 1.094
9 C -0.4410 -0.2316 2.1474  C8 1.377, C10 1.424, H40 1.088
10 C 0.9268 0.1637 2.1314  C9 1.424, C11 1.459, C20 1.464
11 C 1.9352 -0.8906 2.1303  C10 1.459, C12 1.425, C19 1.422
12 C 1.5914 -2.2355 1.8066  C11 1.425, C13 1.384, H41 1.091
13 C 2.5158 -3.2645 1.8527  C12 1.384, C14 1.422, H42 1.091
14 C 3.8891 -2.9859 2.0953  C13 1.422, N15 1.362, C18 1.420
15 N 4.8358 -3.9617 2.0108  C14 1.362, C16 1.447, C17 1.448
16 C 6.2476 -3.6518 1.9406  N15 1.447, H43 1.095, H44 1.101, H45 1.097
17 C 4.5318 -5.3771 2.0338  N15 1.448, H46 1.093, H47 1.101, H48 1.100
18 C 4.2546 -1.6488 2.4034  C14 1.420, C19 1.383, H49 1.090
19 C 3.2907 -0.6617 2.4926  C11 1.422, C18 1.383, H50 1.088
20 C 1.3154 1.5748 2.1012  C10 1.464, C21 1.418, C28 1.425
21 C 0.4861 2.5996 2.6243  C20 1.418, C22 1.387, H51 1.088
22 C 0.8254 3.9423 2.5490  C21 1.387, C23 1.420, H52 1.091
23 C 2.1158 4.3295 2.1010  C22 1.420, N24 1.370, C27 1.419
24 N 2.5138 5.6395 2.1388  C23 1.370, C25 1.448, C26 1.446
25 C 3.9011 6.0301 2.2801  N24 1.448, H53 1.095, H54 1.101, H55 1.099
26 C 1.5955 6.7394 1.9424  N24 1.446, H56 1.093, H57 1.099, H58 1.101
27 C 2.9854 3.3180 1.6178  C23 1.419, C28 1.385, H59 1.091
28 C 2.5489 2.0061 1.5320  C20 1.425, C27 1.385, H60 1.089
29 C -3.3468 -1.1508 1.7072  C7 1.419, C30 1.384, H61 1.093
30 C -4.6958 -1.4464 1.7985  C4 1.424, C29 1.384, H62 1.091
31 H -6.7727 -2.4559 3.1446  C1 1.099
32 H -8.4341 -2.0295 2.6575  C1 1.094
33 H -7.3198 -2.7623 1.4758  C1 1.100
34 H -7.7388 1.1516 1.3400  C3 1.092
35 H -8.8182 -0.2419 1.0738  C3 1.100
36 H -8.5959 0.3909 2.7131  C3 1.100
37 H -5.9602 1.7539 1.6493  C5 1.090
38 H -3.5486 2.2581 1.5643  C6 1.092
39 H -1.3403 1.5857 1.5497  C8 1.094
40 H -0.6436 -1.2883 2.3073  C9 1.088
41 H 0.5871 -2.4916 1.4651  C12 1.091
42 H 2.1853 -4.2810 1.6364  C13 1.091
43 H 6.4111 -2.6836 1.4556  C16 1.095
44 H 6.7060 -3.6231 2.9411  C16 1.101
45 H 6.7503 -4.4334 1.3582  C16 1.097
46 H 3.4749 -5.5582 2.2439  C17 1.093
47 H 4.7919 -5.8393 1.0694  C17 1.101
48 H 5.1330 -5.8711 2.8119  C17 1.100
49 H 5.2994 -1.3978 2.5880  C18 1.090
50 H 3.6072 0.3211 2.8358  C19 1.088
51 H -0.4560 2.3443 3.1049  C21 1.088
52 H 0.1265 4.7054 2.8947  C22 1.091
53 H 4.4890 5.2084 2.7028  C25 1.095
54 H 4.3379 6.3201 1.3124  C25 1.101
55 H 3.9629 6.8992 2.9505  C25 1.099
56 H 0.5864 6.3673 1.7475  C26 1.093
57 H 1.5785 7.3933 2.8254  C26 1.099
58 H 1.9191 7.3515 1.0867  C26 1.101
59 H 3.9878 3.5849 1.2789  C27 1.091
60 H 3.1960 1.2876 1.0304  C28 1.089
61 H -2.6208 -1.9491 1.5351  C29 1.093
62 H -5.0148 -2.4893 1.8413  C30 1.091
63 C -1.4870 -2.6281 4.4455  C64 1.513, H103 1.093, H104 1.097, H105 1.090
64 C -1.8384 -4.0888 4.2626  C63 1.513, C65 1.534, C66 1.531, C67 1.554
65 C -3.3657 -4.1744 4.1543  C64 1.534, H106 1.095, H107 1.093, H108 1.098
66 C -1.2191 -4.5936 2.9566  C64 1.531, H109 1.097, H110 1.099, H111 1.098
67 C -1.3362 -5.0266 5.3959  C64 1.554, C68 1.401, C76 1.418
68 C -1.8199 -6.3406 5.3392  C67 1.401, C69 1.388, H112 1.092
69 C -1.5366 -7.2508 6.3479  C68 1.388, C70 1.393, H113 1.091
70 C -0.5674 -6.9354 7.2973  C69 1.393, C71 1.399, H114 1.092
71 C 0.1610 -5.7434 7.2168  C70 1.399, C72 1.559, C76 1.442
72 C 1.5763 -5.7038 7.8694  C71 1.559, C73 1.525, C74 1.532, C75 1.537
73 C 1.6217 -4.9482 9.1934  C72 1.525, H115 1.096, H116 1.100, H117 1.091
74 C 2.6050 -5.1426 6.8826  C72 1.532, H118 1.098, H119 1.091, H120 1.099
75 C 2.0517 -7.1240 8.2143  C72 1.537, H121 1.096, H122 1.098, H123 1.095
76 C -0.4542 -4.6862 6.4532  C67 1.418, C71 1.442, N77 1.434
77 N -0.5219 -3.3681 7.0143  C76 1.434, C78 1.395, C102 1.388
78 C -1.7156 -2.8618 7.5290  N77 1.395, C79 1.377, N86 1.378
79 C -2.9655 -3.3330 7.1931  C78 1.377, C80 1.460, H124 1.088
80 C -4.2401 -2.8355 7.7027  C79 1.460, C81 1.411, C85 1.416
81 C -4.7033 -1.5496 7.3522  C80 1.411, C82 1.393, H125 1.094
82 C -5.7651 -0.9846 8.0557  C81 1.393, C83 1.400, H126 1.092
83 C -6.4788 -1.7561 8.9800  C82 1.400, C84 1.399, H127 1.091
84 C -6.1541 -3.1025 9.1757  C83 1.399, C85 1.394, H128 1.093
85 C -5.0549 -3.6561 8.5204  C80 1.416, C84 1.394, H129 1.095
86 N -1.3721 -1.9482 8.5022  C78 1.378, C87 1.441, C101 1.392
87 C -2.2606 -1.3539 9.4686  N86 1.441, C88 1.423, C96 1.408
88 C -2.8408 -2.1286 10.5116  C87 1.423, C89 1.566, C93 1.401
89 C -2.3719 -3.5332 11.0203  C88 1.566, C90 1.535, C91 1.534, C92 1.516
90 C -3.5343 -4.2703 11.6992  C89 1.535, H130 1.098, H131 1.098, H132 1.095
91 C -1.2741 -3.2756 12.0610  C89 1.534, H133 1.098, H134 1.098, H135 1.099
92 C -1.8413 -4.4872 9.9684  C89 1.516, H136 1.090, H137 1.102, H138 1.095
93 C -3.8012 -1.5063 11.3198  C88 1.401, C94 1.388, H139 1.090
94 C -3.9428 -0.1261 11.3470  C93 1.388, C95 1.382, H140 1.090
95 C -3.1908 0.6341 10.4712  C94 1.382, C96 1.403, H141 1.091
96 C -2.5072 0.0308 9.4052  C87 1.408, C95 1.403, C97 1.553
97 C -2.1189 1.0172 8.2699  C96 1.553, C98 1.539, C99 1.523, C100 1.531
98 C -3.3369 1.9149 7.9892  C97 1.539, H142 1.095, H143 1.097, H144 1.098
99 C -1.7403 0.4125 6.9240  C97 1.523, H145 1.093, H146 1.094, H147 1.102
100 C -0.9551 1.8803 8.7650  C97 1.531, H148 1.098, H149 1.098, H150 1.096
101 C -0.0007 -1.7235 8.4179  N86 1.392, C102 1.344, H151 1.081
102 C 0.5055 -2.5788 7.5138  N77 1.388, C101 1.344, H152 1.077
103 H -0.4079 -2.4525 4.4596  C63 1.093
104 H -1.9403 -2.0345 3.6418  C63 1.097
105 H -1.9243 -2.2463 5.3681  C63 1.090
106 H -3.7021 -5.1861 3.9049  C65 1.095
107 H -3.8301 -3.8774 5.0985  C65 1.093
108 H -3.7312 -3.4862 3.3808  C65 1.098
109 H -1.4802 -5.6435 2.7771  C66 1.097
110 H -1.5752 -4.0033 2.1007  C66 1.099
111 H -0.1250 -4.5120 3.0010  C66 1.098
112 H -2.4593 -6.6495 4.5091  C68 1.092
113 H -2.0261 -8.2255 6.3607  C69 1.091
114 H -0.3400 -7.6758 8.0670  C70 1.092
115 H 0.8524 -5.3143 9.8825  C73 1.096
116 H 2.6039 -5.1167 9.6591  C73 1.100
117 H 1.5093 -3.8690 9.0754  C73 1.091
118 H 2.7760 -5.8700 6.0782  C74 1.098
119 H 2.2875 -4.2080 6.4169  C74 1.091
120 H 3.5549 -4.9730 7.4082  C74 1.099
121 H 2.0240 -7.7831 7.3396  C75 1.096
122 H 3.0898 -7.0811 8.5688  C75 1.098
123 H 1.4552 -7.5665 9.0193  C75 1.095
124 H -2.9503 -4.3564 6.8226  C79 1.088
125 H -4.2294 -1.0397 6.5088  C81 1.094
126 H -6.0467 0.0541 7.8736  C82 1.092
127 H -7.3026 -1.3109 9.5395  C83 1.091
128 H -6.7502 -3.7264 9.8459  C84 1.093
129 H -4.7879 -4.7119 8.6308  C85 1.095
130 H -4.4036 -4.3145 11.0305  C90 1.098
131 H -3.2382 -5.3004 11.9360  C90 1.098
132 H -3.8213 -3.7935 12.6425  C90 1.095
133 H -0.4170 -2.7622 11.6052  C91 1.098
134 H -1.6614 -2.6387 12.8670  C91 1.098
135 H -0.9256 -4.2190 12.5031  C91 1.099
136 H -0.9504 -4.1132 9.4628  C92 1.090
137 H -1.5564 -5.4365 10.4511  C92 1.102
138 H -2.6033 -4.7273 9.2195  C92 1.095
139 H -4.4275 -2.0848 11.9988  C93 1.090
140 H -4.6259 0.3428 12.0560  C94 1.090
141 H -3.1983 1.7207 10.5736  C95 1.091
142 H -3.5735 2.5697 8.8339  C98 1.095
143 H -3.1456 2.5541 7.1189  C98 1.097
144 H -4.2168 1.2950 7.7713  C98 1.098
145 H -0.7391 -0.0247 6.9191  C99 1.093
146 H -2.4796 -0.3250 6.5973  C99 1.094
147 H -1.7356 1.2201 6.1746  C99 1.102
148 H -0.0754 1.2570 8.9717  C100 1.098
149 H -0.6820 2.6192 7.9999  C100 1.098
150 H -1.2221 2.4102 9.6863  C100 1.096
151 H 0.4859 -0.9708 9.0215  C101 1.081
152 H 1.5227 -2.6688 7.1712  C102 1.077

Values from the calculation:
E_tot: -2799.4866 a.u.
HOMO-LUMO gap: 4.00 eV
relative energy (zero: lowest compared OMol25 entry of this formula, charge and spin): 0.0 kcal/mol
charge: +1
2S+1: 1
HOMO: -7.9 eV
LUMO: -3.94 eV

---

No. 2
An isolated ion of composition C3H9N2O and charge +1, computed with the ωB97M-V functional and the def2-TZVPD basis.

Last columns: bonded neighbours and bond lengths (Å).
CARTESIAN COORDINATES (ANGSTROEM)
1 C 0.7292 1.6269 0.0257  N2 1.558, H7 1.139, H8 1.061, H9 1.119
2 N -0.0132 0.2856 -0.2504  C1 1.558, C3 1.564, C4 1.413, H10 1.187
3 C -1.5268 -0.1060 -0.2828  N2 1.564, H11 1.131, H12 1.148, H13 1.080
4 C 0.8271 -0.5724 0.4949  N2 1.413, N5 1.447, O6 1.132
5 N 0.5121 -1.9478 0.1719  C4 1.447, H14 1.048, H15 1.041
6 O 1.1674 0.0107 1.4032  C4 1.132
7 H 1.8401 1.5913 -0.2222  C1 1.139
8 H 0.2509 2.3764 -0.5533  C1 1.061
9 H 0.5823 2.0085 1.0670  C1 1.119
10 H -0.3679 0.2917 -1.3830  N2 1.187
11 H -2.0017 0.3384 -1.2083  C3 1.131
12 H -1.5334 -1.2434 -0.1282  C3 1.148
13 H -2.1382 0.3299 0.4929  C3 1.080
14 H 0.5336 -2.6614 0.9397  N5 1.048
15 H 1.1385 -2.3284 -0.5671  N5 1.041

Values from the calculation:
E_tot: -304.0654 a.u.
HOMO-LUMO gap: 11.59 eV
relative energy (zero: lowest compared OMol25 entry of this formula, charge and spin): 116.1 kcal/mol
SMILES: C[NH+](C)C(N)=O
charge: +1
2S+1: 1
HOMO: -15.5 eV
LUMO: -3.91 eV

---

- Look up the 2S+1 of the first one.
  1

---

- Look up the HOMO-LUMO gap of the first one.
  4.00 eV

---

- The highest relative energy (zero: lowest compared OMol25 entry of this formula, charge and spin) belongs to which entry?
  C3H9N2O